Entry from the OMol25 dataset: a molecular structure, C12H25AlBN2O4S2 in a non-equilibrium geometry (the ωB97M-V functional and the def2-TZVPD basis).

Positions of all 47 atoms, in Å:
C: 3.311 -0.676 -0.171
O: 4.692 -0.277 -0.477
B: 4.909 -0.047 -1.918
O: 6.137 -0.669 -2.519
Al: 3.740 1.073 -3.184
C: 2.345 2.263 -2.249
C: 2.922 3.093 -0.945
C: 1.768 3.520 0.148
S: 0.717 2.103 0.778
C: -0.885 1.939 -0.248
S: -2.167 3.067 -0.194
N: -0.918 0.706 -1.173
C: -1.551 0.611 -2.545
C: -1.237 -0.913 -3.090
N: -0.445 -1.691 -2.048
C: -0.284 -0.660 -0.947
H: 2.482 -0.093 -0.756
H: 3.140 -0.414 0.981
H: 3.087 -1.820 -0.278
H: 6.947 -0.437 -1.945
H: 2.967 0.199 -4.290
H: 4.734 2.078 -3.949
H: 1.932 3.080 -3.011
H: 1.436 1.576 -1.984
H: 3.355 4.115 -1.384
H: 3.833 2.563 -0.415
H: 1.095 4.384 -0.269
H: 2.351 3.978 1.084
H: -2.146 1.420 -3.146
H: -1.520 -1.418 -4.133
H: 0.317 -0.916 0.028
C: -4.354 -2.525 4.498
O: -4.939 -2.323 3.216
C: -4.633 -1.032 2.678
C: -3.525 -1.117 1.624
O: -2.277 -1.494 2.213
C: -1.974 -2.869 1.997
H: -4.429 -3.588 4.745
H: -3.299 -2.240 4.514
H: -4.905 -1.950 5.250
H: -4.365 -0.329 3.476
H: -5.546 -0.663 2.198
H: -3.382 -0.123 1.186
H: -3.801 -1.804 0.815
H: -1.660 -3.018 0.959
H: -2.828 -3.515 2.220
H: -1.148 -3.146 2.658

Output
- 2S+1 = 1
- E_LUMO (eV) = 0.880
- net charge = -1
- gap between HOMO and LUMO (eV) = 5.6
- max |F| (eV/Å) = 8.1

The computed Löwdin charges, all in e, follow: -0.157 -0.151 -0.571 -0.074 0.266 -0.346 -0.318 -0.490 0.746 -0.923 0.571 -0.170 -0.050 -0.103 -0.006 -0.110 0.045 0.100 0.099 0.095 -0.109 -0.104 0.060 0.011 0.114 0.100 0.087 0.089 0.100 0.097 0.120 -0.116 -0.199 -0.193 -0.191 -0.204 -0.111 0.087 0.083 0.084 0.124 0.121 0.115 0.129 0.081 0.081 0.089